[1]
Density functional theory data (ωB97M-V/def2-TZVPD) for I5In6O40S10 as an isolated structure at a distorted geometry.

```
61
Properties=species:S:1:pos:R:3:forces:R:3
In 2.645870 3.452888 -0.698630 0.1883 1.2828 -0.0403
In -0.796397 -0.262071 1.750398 -0.6509 -1.7311 3.3741
In -1.752101 3.621895 1.112901 -2.0005 1.0856 -2.4623
In 2.599769 -0.138855 -0.145000 1.5119 -0.1131 0.0657
In 0.533996 -3.321866 0.320112 0.5422 -2.7997 0.1357
In -1.615162 -1.426125 -2.032556 -2.3297 -2.2917 -0.1569
S -5.152725 2.920206 0.946709 -2.6190 -2.1670 -0.4162
O -5.276325 2.919171 -0.763765 -0.2272 0.0370 1.0418
O -4.937794 4.224759 1.489156 -1.3101 0.6663 0.0006
O -6.444208 2.269725 1.454591 3.1321 1.3039 -1.4441
O -3.920205 2.141051 1.013682 0.7870 -0.5955 0.9834
S -4.168280 -2.229695 -0.064976 1.8155 -5.0605 -1.6253
O -2.621709 -1.904081 0.253949 0.2197 -0.6129 -0.7505
O -4.867581 -1.341234 0.766470 -1.9964 1.7503 1.3868
O -4.158101 -1.961641 -1.545076 -0.4172 0.7491 -0.2633
O -4.680010 -3.720718 0.072551 2.0037 4.1715 0.1280
S -2.367079 6.552902 0.513370 -1.2032 -5.3181 3.0123
O -2.974119 7.033391 1.774872 0.3063 0.0656 -0.9592
O -3.027044 4.946177 0.155342 2.3533 2.8971 1.9931
O -2.802921 7.258183 -0.635882 0.6990 1.6727 -1.2875
O -0.937544 6.155255 0.829422 -0.9978 0.6817 -0.9711
S -1.161430 -3.318021 3.298844 1.2260 0.7596 0.9769
O -0.608635 -2.741300 4.584136 -0.3625 -2.6423 -2.0801
O -2.095033 -4.422586 3.262472 0.3082 -0.1217 1.4254
O -1.911116 -2.147417 2.734595 0.9466 2.4732 -1.8443
O -0.009510 -3.808659 2.300944 -0.8109 1.9859 0.7050
S 3.455224 -2.503538 1.880565 3.8146 -0.9001 2.1074
O 4.412593 -2.493321 0.817164 0.1925 0.6773 -3.1161
O 2.069001 -1.800455 1.170859 -0.0277 -0.9973 -0.1876
O 3.214999 -3.883198 2.288695 -2.1198 0.3243 -0.2833
O 4.087256 -1.733268 2.953879 -2.5768 0.4311 0.1344
S 3.850717 2.076810 -3.139699 2.1155 3.8818 -3.8316
O 5.308264 2.197195 -3.326223 0.1739 -1.9974 0.6278
O 3.342850 1.280120 -2.027276 -0.5936 -2.1108 2.6905
O 3.494283 3.484402 -2.777832 -1.1354 1.6620 1.6542
O 3.190309 1.869238 -4.418371 -0.4470 -1.7550 -0.1136
S -0.178741 0.867439 -0.904914 -6.0108 -1.6566 5.3578
O -1.084845 1.234898 0.397290 0.5557 1.8666 -2.5657
O -1.080039 0.948187 -2.020527 2.1467 -0.0046 0.4088
O 1.045130 1.522712 -0.795761 3.1220 1.5138 -1.0731
O 0.245381 -0.561762 -0.087915 0.2165 0.3737 -2.5511
S -0.555642 -5.478228 -1.450886 8.0838 5.8057 3.9521
O -0.061001 -4.020872 -2.088464 -0.6146 -3.0286 2.7182
O 0.273720 -5.555910 0.079313 -0.8176 2.7322 -3.4135
O -1.856018 -5.402800 -1.134849 -8.3838 0.6682 1.4025
O -0.145599 -6.616375 -2.106569 2.1479 -4.1059 -3.7201
S 4.739278 1.696070 1.650588 0.8350 -2.6349 2.8762
O 5.687730 0.889040 0.945006 0.7713 0.3186 -2.6961
O 4.308085 3.023054 1.269877 0.7798 1.3642 -0.7533
O 3.332590 0.909197 1.388607 0.6702 0.0896 -0.3123
O 5.265755 1.633310 3.051300 -2.2963 0.9280 -0.7287
S 2.382839 -2.222934 -2.379723 5.7491 -4.9803 -1.1395
O 2.785988 -3.285340 -1.406298 -1.8225 1.8891 -1.4882
O 3.415155 -1.272841 -2.672966 1.0841 0.5141 1.1602
O 2.152127 -2.939680 -3.834555 0.6312 -0.8976 0.2089
O 1.144849 -1.622211 -2.286833 -4.8993 3.0159 3.5078
I 0.839305 -1.882226 -4.800515 -0.4928 -0.1047 -2.2287
I -1.863105 2.335300 3.376570 -0.0047 -0.0269 0.8497
I -4.554754 1.178349 -1.591608 -0.8519 0.6155 0.3769
I -1.764686 4.472224 -2.361298 0.7543 -0.6980 -0.5951
I 1.606384 0.906074 3.594742 -1.8640 -0.9014 -0.1636
```
Positions in Å, forces in eV/Å.

Output
- DFT total energy (Ha) = -9619.9898
- 2S+1 = 1
- highest occupied orbital energy (eV) = 6.786
- E_LUMO (eV) = 10.4
- net charge = -7

Results of the Löwdin charge analysis, in e, for atoms 1 through 2: number 1, In, carries 0.9855; number 2, In, carries 0.6249

[2]
Density functional theory data (ωB97M-V/def2-TZVPD) for I5MgNi as an isolated structure at a distorted geometry.

```
7
Properties=species:S:1:pos:R:3:forces:R:3
Ni -1.412814 -1.185623 -0.121182 1.9797 -0.5063 -0.5092
Mg 0.589432 1.701494 0.652698 0.4731 0.4577 -0.5779
I 1.286960 -0.547800 1.660065 -0.3129 -0.3117 0.0717
I -1.998693 1.436618 -0.005894 -0.5788 -0.4101 0.1428
I -0.298952 -4.301846 0.574802 -0.7157 1.2126 -0.2431
I 1.886417 3.813678 -0.315571 -0.2354 -0.2684 0.2609
I -0.052350 -0.916521 -2.444917 -0.6101 -0.1738 0.8547
```
Positions in Å, forces in eV/Å.

Output
- DFT total energy (Ha) = -3197.1734
- 2S+1 = 3
- highest occupied orbital energy (alpha / beta) (eV) = -5.227 / -5.164
- E_LUMO (alpha / beta) (eV) = 1.7 / 0.3
- net charge = -1

Results of the Löwdin charge analysis, in e, for atoms 1 through 2: number 1, Ni, carries -0.0502; number 2, Mg, carries -0.5401

[3]
Density functional theory data (ωB97M-V/def2-TZVPD) for ILiN3O9 as an isolated structure at a distorted geometry.

```
14
Properties=species:S:1:pos:R:3:forces:R:3
Li 4.766230 -5.604950 -18.323540 -0.1404 -0.8136 -1.6581
N 1.361270 -6.194110 -16.792410 -1.5191 -2.6789 1.1330
O 0.648840 -7.206160 -16.873080 -1.3702 -0.4292 0.2605
O 2.277120 -6.130620 -17.539200 4.5645 0.8396 -3.6804
O 1.241620 -5.368930 -15.937420 -1.3050 2.5944 2.7501
N 3.357560 -5.759780 -20.650170 -2.3333 -1.8155 1.2234
O 2.178020 -5.714560 -20.944820 -2.7455 -1.1523 -0.4533
O 4.020030 -4.859830 -21.044140 3.7951 2.0317 -0.3583
O 3.742770 -6.739400 -19.887640 0.9988 1.2470 -0.2213
N 7.342650 -4.884310 -20.097230 0.8535 2.3116 -1.9824
O 7.359050 -4.342790 -21.244040 -0.4928 -0.9045 0.5697
O 6.375730 -5.445770 -19.641940 -2.8462 -1.5595 0.6337
O 8.317930 -4.767570 -19.388640 2.7457 0.1795 1.5160
I 4.961060 -3.619750 -16.692360 -0.2049 0.1497 0.2675
```
Positions in Å, forces in eV/Å.

Output
- DFT total energy (Ha) = -1146.3769
- 2S+1 = 2
- highest occupied orbital energy (alpha / beta) (eV) = -1.939 / -1.921
- E_LUMO (alpha / beta) (eV) = 4.5 / 1.5
- net charge = -2

Results of the Löwdin charge analysis, in e, for atoms 1 through 2: number 1, Li, carries 0.4955; number 2, N, carries -0.7074

[4]
Density functional theory data (ωB97M-V/def2-TZVPD) for Mn2N2O34P7Pb8 as an isolated structure at a distorted geometry.

```
53
Properties=species:S:1:pos:R:3:forces:R:3
Pb 8.838899 -14.634288 -1.249303 -0.5548 -1.7744 0.7495
Pb 7.929972 -12.163919 -4.198632 0.7763 -0.2578 -0.2384
Pb 12.361319 -14.320397 -0.257869 0.6678 -0.4774 -0.9631
Pb 7.600198 -12.152565 1.925603 -0.3309 0.5951 -0.0651
Pb 9.707132 -19.247685 -2.776703 0.5460 0.2552 -0.4128
Pb 7.701733 -16.161802 -5.598995 1.4957 0.3976 -1.5849
Pb 5.173718 -14.275600 -1.634058 -0.7471 -0.1801 0.4354
Pb 9.790751 -16.588462 1.980832 -0.2175 -0.0724 0.5536
Mn 11.826481 -16.285264 -3.666463 1.0435 -0.7012 -0.8825
Mn 10.073949 -18.158469 -7.276192 -2.1540 1.7456 -0.2034
P 10.648167 -13.672156 2.135694 4.3314 -4.0294 0.2983
O 12.023099 -13.134438 1.567511 -1.2581 -0.5133 -0.0459
O 10.966810 -14.630864 3.297963 -0.8579 -0.1404 -0.5873
O 9.922028 -14.625957 1.060697 0.3689 1.5136 -0.1619
O 9.784185 -12.555707 2.374859 -3.6778 4.2987 1.4425
P 6.356860 -15.354725 1.297784 -2.0065 -1.7294 -1.8253
O 4.920879 -15.949594 1.342645 2.8200 1.2436 0.2032
O 7.529284 -16.338727 1.658557 -0.5734 1.0418 0.2861
O 6.434813 -13.948819 1.965894 0.3819 -0.7082 0.7780
O 6.671744 -14.978006 -0.268813 -0.2137 -0.3022 1.0702
P 7.310243 -11.905039 -1.284666 -0.5927 -1.5076 1.9298
O 7.111288 -13.231361 -2.254464 0.5758 1.2992 -0.2756
O 7.716439 -10.804841 -2.231028 0.7776 -0.2350 -0.4036
O 8.332073 -12.412673 -0.154940 0.4486 0.3828 -2.3090
O 6.039412 -11.773171 -0.518794 -1.4402 0.4536 0.1187
P 11.715460 -17.386763 -1.094432 0.9269 2.5601 -1.9060
O 12.803994 -16.445010 -1.789718 -0.3086 -1.2108 1.1896
O 10.612929 -17.256527 -2.218813 -1.8252 -0.5422 -0.8945
O 11.120093 -16.445031 0.012778 0.8943 -1.0171 0.5992
O 11.970501 -18.827824 -0.893266 0.0170 -0.4712 0.9424
P 10.618768 -13.505072 -3.423132 0.5422 -6.0489 -1.6276
O 10.780411 -13.602465 -1.872942 0.1787 0.4360 0.0566
O 10.557580 -12.181551 -3.946988 -1.2959 5.6332 -1.3835
O 9.157048 -14.230415 -3.845844 1.5760 1.1501 1.1963
O 11.760165 -14.315018 -4.111868 -0.8946 -0.2477 1.0843
P 11.839155 -18.894324 -5.186726 1.4155 -0.6883 -1.7155
O 10.345629 -18.395368 -4.726243 0.4041 0.4957 -0.2504
O 12.988655 -17.956588 -4.724915 -2.2121 0.2085 0.9593
O 11.801230 -18.577062 -6.810801 0.7710 -1.7259 2.4486
O 11.916101 -20.364661 -4.730730 -0.2890 1.9456 -0.5556
P 7.685712 -17.024511 -8.570929 4.0376 -0.1194 1.0726
O 6.574719 -16.319933 -7.835210 0.0866 -0.2758 -0.4465
O 8.359481 -16.546045 -9.853834 -2.1746 -1.6146 2.1150
O 7.991552 -18.458181 -7.901334 -0.0972 2.3820 -1.7951
O 9.402029 -16.154632 -7.184390 -2.5952 -1.6741 0.8771
N 5.036118 -13.438926 -5.047104 0.5675 -0.0710 -1.7895
O 4.878032 -12.328970 -4.497108 0.1803 -0.1695 0.1926
O 4.804409 -14.498299 -4.413752 0.2691 0.2653 -0.2174
O 5.469029 -13.491276 -6.254891 -0.4624 -0.0988 2.1572
N 6.623890 -17.690483 -2.438612 0.3630 0.1920 0.3538
O 5.920475 -16.709957 -2.739448 -0.4734 0.4245 0.3453
O 7.294602 -18.193413 -3.383650 1.0696 -0.5764 -0.8561
O 6.724545 -18.160982 -1.316204 -0.2804 0.2610 -0.0587
```
Positions in Å, forces in eV/Å.

Output
- DFT total energy (Ha) = -8903.3394
- 2S+1 = 11
- highest occupied orbital energy (alpha / beta) (eV) = -1.858 / -2.634
- E_LUMO (alpha / beta) (eV) = 5.4 / 5.4
- net charge = -3

Results of the Löwdin charge analysis, in e, for atoms 1 through 2: number 1, Pb, carries 1.4300; number 2, Pb, carries 1.5296

[5]
Density functional theory data (ωB97M-V/def2-TZVPD) for one molecule with the formula N2 at a nearly force-free geometry.

```
2
Properties=species:S:1:pos:R:3:forces:R:3
N 0.000000 0.000000 0.544692 0.0000 0.0000 -0.0121
N 0.000000 0.000000 -0.544692 0.0000 0.0000 0.0121
```
Positions in Å, forces in eV/Å.

Output
- SMILES = N#N
- DFT total energy (Ha) = -109.5526
- 2S+1 = 1
- energy relative to the best compared isomer or geometry (same formula, charge and spin) (eV) = 0.000
- highest occupied orbital energy (eV) = -14.818
- E_LUMO (eV) = 2.0
- net charge = 0

Atom-resolved charges from Löwdin, all expressed in e: number 1, N, carries 0.0000; number 2, N, carries 0.0000

[6]
Density functional theory data (ωB97M-V/def2-TZVPD) for one molecule with the formula N2O3S at a distorted geometry.

```
6
Properties=species:S:1:pos:R:3:forces:R:3
N 1.029270 1.384339 -0.894967 0.4849 3.1265 -1.2534
N -1.069853 -1.312438 0.665098 0.1525 -0.5055 0.7606
O 1.447141 0.236277 -0.861115 0.3308 -3.2716 0.5069
O -2.038204 -0.803260 1.125309 1.5492 -0.1168 -1.0753
O 0.256501 1.832279 -0.114435 -0.9612 -0.6274 0.9161
S 0.375144 -1.337197 0.080110 -1.5562 1.3948 0.1452
```
Positions in Å, forces in eV/Å.

Output
- SMILES = O=NOSN=O
- DFT total energy (Ha) = -733.1880
- 2S+1 = 1
- energy relative to the best compared isomer or geometry (same formula, charge and spin) (eV) = 6.258
- highest occupied orbital energy (alpha / beta) (eV) = -8.795 / -9.033
- E_LUMO (alpha / beta) (eV) = -1.8 / -1.6
- net charge = 0

Results of the Löwdin charge analysis, in e, for atoms 1 through 2: number 1, N, carries -0.2730; number 2, N, carries -0.5703

Copy entry 6 word for word.
Density functional theory data (ωB97M-V/def2-TZVPD) for one molecule with the formula N2O3S at a distorted geometry.

```
6
Properties=species:S:1:pos:R:3:forces:R:3
N 1.029270 1.384339 -0.894967 0.4849 3.1265 -1.2534
N -1.069853 -1.312438 0.665098 0.1525 -0.5055 0.7606
O 1.447141 0.236277 -0.861115 0.3308 -3.2716 0.5069
O -2.038204 -0.803260 1.125309 1.5492 -0.1168 -1.0753
O 0.256501 1.832279 -0.114435 -0.9612 -0.6274 0.9161
S 0.375144 -1.337197 0.080110 -1.5562 1.3948 0.1452
```
Positions in Å, forces in eV/Å.

Output
- SMILES = O=NOSN=O
- DFT total energy (Ha) = -733.1880
- 2S+1 = 1
- energy relative to the best compared isomer or geometry (same formula, charge and spin) (eV) = 6.258
- highest occupied orbital energy (alpha / beta) (eV) = -8.795 / -9.033
- E_LUMO (alpha / beta) (eV) = -1.8 / -1.6
- net charge = 0

Results of the Löwdin charge analysis, in e, for atoms 1 through 2: number 1, N, carries -0.2730; number 2, N, carries -0.5703